1.
18
Properties=species:S:1:pos:R:3:lowdin_charge:R:1 method="wB97M-V/def2-TZVPD" orbital_gap_ev=8.09 charge=-1
O 0.26 -1.05 0.27 -0.097
C 0.64 0.16 0.35 -0.646
O 0.16 1.00 1.13 -0.057
C 1.86 0.51 -0.73 -0.306
C 1.30 1.66 -1.55 -0.109
N 1.87 -0.60 -1.75 -0.041
H 2.91 0.57 -0.42 0.116
H 0.57 2.23 -1.02 0.052
H 2.07 2.42 -1.74 0.059
H 0.94 1.41 -2.55 0.064
H 1.99 -1.49 -1.27 0.047
H 0.92 -0.59 -2.16 0.060
H -0.85 -0.35 2.16 -0.030
H -2.28 -0.59 1.59 -0.038
O -1.74 -0.55 2.37 -0.083
H -3.24 -0.33 -0.78 0.033
H -2.29 -1.25 -0.06 0.042
O -3.22 -0.94 -0.05 -0.064

2.
9
Properties=species:S:1:pos:R:3:lowdin_spin:R:1 method="wB97M-V/def2-TZVPD" spin_multiplicity=2 orbital_gap_ev="7.97 / 7.92" s_squared=0.750 charge=+2
O 0.07 -0.01 1.15 0.015
H 0.05 0.00 2.12 0.002
O 0.20 0.03 -1.35 0.014
Sc -1.54 0.65 -0.22 0.962
H 0.29 0.03 -2.31 0.002
C 1.23 -0.64 -0.71 0.003
C 1.13 -0.71 0.65 0.001
H 1.71 -1.47 -1.25 0.000
H 2.27 -0.22 0.47 0.000

3.
45
Properties=species:S:1:pos:R:3:lowdin_charge:R:1 method="wB97M-V/def2-TZVPD" orbital_gap_ev=7.58 charge=-1
O 0.61 -0.59 -1.27 -0.328
V -0.91 -0.82 -1.43 0.947
O -1.39 -0.21 -2.79 -0.255
C 2.15 0.28 5.19 -0.056
C 2.07 0.95 3.79 -0.243
C 3.21 0.29 2.84 -0.156
O 2.70 0.65 1.60 -0.208
C 3.55 0.43 0.48 -0.066
N 0.64 0.76 3.24 0.229
H 0.42 -0.20 3.00 0.171
H -0.16 1.14 3.73 0.155
H 0.59 1.30 2.39 0.098
H 1.40 0.77 5.83 0.076
H 3.14 0.48 5.59 0.085
H 1.97 -0.79 5.27 0.084
H 2.38 1.99 3.80 0.147
H 3.12 -0.78 3.02 0.135
H 4.06 0.92 3.12 0.136
H 4.45 -0.16 0.64 0.097
H 3.71 1.36 -0.07 0.093
H 2.91 -0.09 -0.22 0.074
C -5.21 -0.59 -2.16 -0.641
F -4.96 0.56 -1.56 0.128
F -6.50 -0.85 -2.21 0.160
F -4.57 -0.47 -3.36 0.106
S -4.30 -1.97 -1.18 0.593
O -2.87 -1.56 -1.06 -0.420
O -5.02 -2.05 0.09 -0.329
O -4.52 -3.19 -2.01 -0.333
C 1.38 -1.63 -4.41 -0.540
F 2.34 -1.12 -3.66 0.129
F 0.30 -0.78 -4.65 0.062
F 1.85 -1.95 -5.68 0.061
S 0.78 -3.27 -3.54 0.565
O -0.20 -2.82 -2.52 -0.385
O 0.28 -4.14 -4.59 -0.316
O 1.97 -3.83 -2.81 -0.370
C -0.99 3.29 -0.98 -0.545
F -1.77 3.37 -2.10 0.113
F 0.12 2.54 -1.29 0.071
F -0.70 4.51 -0.52 0.127
S -1.91 2.25 0.43 0.589
O -3.18 2.92 0.49 -0.282
O -1.91 0.88 -0.13 -0.376
O -1.02 2.24 1.64 -0.381

no.,DFT total energy (eV)
1,-12954.7514
2,-26911.9080
3,-116164.9875